Density functional theory data (ωB97M-V with the def2-TZVPD basis set) for a cluster of 4 separate species, C41H81N10O8P3 in total.

Each line ends with the Mulliken charge.
Element x y z (Å)
C -6.1614 -1.8021 2.0326  -0.5348
C -6.1616 -1.3419 3.5884  -0.3712
O -5.0150 -1.8134 4.3354  -0.4053
C -4.9587 -3.2642 4.3625  -0.5145
C -3.7527 -3.7243 3.3512  -0.3952
O -2.9824 -2.5272 3.0759  -0.2701
C -1.9759 -2.7499 2.0946  0.7707
C -1.0799 -4.0392 2.2426  -0.2114
C 0.0270 -4.2140 1.1831  0.1273
C 0.2749 -3.2179 -0.0150  0.7915
C -0.6102 -1.9565 -0.1573  0.3422
C -0.4447 -0.8897 -1.3327  -1.2452
C -1.5820 -1.1836 -2.4780  -0.4338
C -2.2607 -2.6385 -2.3203  0.2079
C -3.2266 -2.9932 -3.5887  -0.1079
O -3.3150 -4.4402 -3.7433  -0.4340
C -3.7676 -5.0587 -2.5121  -0.4323
C -1.7167 -1.7480 0.9290  -0.2088
N -2.5604 -0.5351 0.8650  -0.4602
C 1.4807 -3.5265 -1.0422  -0.2876
O 1.3569 -3.3856 -2.2833  -0.5763
C 2.8282 -4.0600 -0.3290  0.3831
C 4.2251 -3.5744 -0.7728  -0.5802
C 5.4487 -4.1341 0.0361  -0.4359
C 5.2281 -5.1310 1.2258  -0.4469
C 3.8088 -5.5967 1.6300  -0.4422
C 2.5764 -5.0655 0.8572  0.3382
C 1.0549 -5.4581 1.2305  0.0389
O 0.7085 -6.6323 1.5109  -0.5801
H -5.1051 -1.9400 1.6123  -0.1597
H -6.6720 -2.8223 1.9970  0.2635
H -6.7063 -1.0188 1.3853  0.3430
H -7.1027 -1.7416 4.1037  0.3151
H -6.1256 -0.1897 3.6028  0.3061
H -5.9469 -3.7481 4.0579  0.3006
H -4.6833 -3.5802 5.4337  0.3424
H -3.1544 -4.5096 3.9548  0.1887
H -4.1767 -4.1865 2.3786  0.3024
H -1.2313 -4.8088 3.0847  0.1405
H -0.6893 0.1384 -0.8684  0.3587
H 0.6097 -0.9086 -1.7983  0.3945
H -2.3938 -0.3747 -2.3322  0.2747
H -1.0276 -1.0623 -3.4797  0.1788
H -2.9624 -2.6515 -1.4047  -0.0735
H -1.4806 -3.4898 -2.2733  0.0230
H -2.8092 -2.5277 -4.5500  0.0257
H -4.2964 -2.6111 -3.3999  0.3029
H -2.8596 -5.2998 -1.8394  0.0879
H -4.2998 -6.0672 -2.7030  0.2648
H -4.4568 -4.3550 -1.9241  0.2112
H -2.3843 -0.0485 1.7692  0.4017
H -3.5603 -0.7729 0.8211  0.1902
H 4.3829 -2.8346 -1.6214  0.3706
H 6.5253 -3.8166 -0.1840  0.3161
H 6.1076 -5.5189 1.8393  0.3258
H 3.6044 -6.2978 2.5076  0.3320
C 1.1264 -1.7571 7.3945  -0.8171
N 2.4536 -1.8824 6.8288  0.0759
C 3.4382 -2.3562 7.7983  -1.0409
P 3.0612 -1.2379 5.3598  0.8425
O 3.5907 -2.6088 4.9017  -0.8183
N 1.8036 -1.2015 4.1796  0.2247
C 0.3852 -1.0736 4.4526  -1.0078
C 1.9765 -2.0154 2.9780  -0.9100
N 2.5292 0.3840 5.8520  0.0439
C 2.8229 1.3873 4.7960  -1.4364
C 3.1676 0.9194 7.0711  -1.1363
H 0.7950 -0.7178 7.4899  0.2782
H 1.0591 -2.1831 8.4012  0.4051
H 0.3941 -2.3098 6.8037  0.1928
H 3.8953 -1.5226 8.3455  0.2941
H 4.2458 -2.9024 7.3043  0.2696
H 3.0081 -3.0455 8.5276  0.4178
H -0.0715 -2.0372 4.7002  0.1676
H -0.1404 -0.6831 3.5703  0.2324
H 0.1636 -0.3590 5.2451  0.4852
H 1.7517 -3.0699 3.1759  0.2726
H 2.9971 -1.9391 2.5956  0.3873
H 1.3241 -1.6773 2.1664  0.2128
H 3.9001 1.4593 4.6098  0.3504
H 2.4477 2.3745 5.0829  0.5694
H 2.3378 1.1495 3.8491  0.4001
H 4.2579 0.8431 7.0197  0.3958
H 2.8239 0.4090 7.9714  0.3394
H 2.9003 1.9692 7.2253  0.3415
C 0.4527 0.6187 -8.5141  -0.9318
N -0.6196 -0.2507 -8.0766  0.1784
C -0.2211 -1.6558 -8.0220  -0.9663
P -2.2982 0.0822 -7.9727  0.7844
O -2.3696 -0.3980 -6.5126  -0.6283
N -2.5298 1.7414 -7.5568  0.1810
C -1.6272 2.8309 -7.8733  -1.1270
C -3.1921 2.0363 -6.2877  -1.0129
N -2.3014 0.5957 -9.6733  -0.1521
C -3.6501 1.0599 -10.0906  -1.1019
C -1.9411 -0.4489 -10.6529  -1.0720
H 0.2811 1.0486 -9.5066  0.3082
H 1.4133 0.0972 -8.5793  0.3933
H 0.6177 1.4279 -7.8010  0.2168
H -0.3867 -2.1568 -8.9834  0.2581
H -0.7969 -2.1996 -7.2689  0.1931
H 0.8285 -1.7819 -7.7500  0.4237
H -0.8129 2.9109 -7.1462  0.3026
H -2.1653 3.7886 -7.8643  0.3780
H -1.2052 2.7608 -8.8756  0.3391
H -2.5023 1.9277 -5.4423  0.3033
H -4.0477 1.3764 -6.1293  0.2782
H -3.5890 3.0565 -6.2718  0.3180
H -4.3863 0.2527 -10.0111  0.3585
H -3.6336 1.4211 -11.1231  0.4013
H -4.0071 1.8954 -9.4880  0.3268
H -2.5240 -1.3618 -10.4987  0.3753
H -0.8809 -0.7006 -10.6120  0.2979
H -2.1067 -0.1006 -11.6768  0.3771
C 3.1213 5.7917 3.9906  -1.0518
N 3.1019 5.0734 2.7332  0.2275
C 4.1121 4.0202 2.6688  -1.0096
P 2.3422 5.5080 1.2583  0.8243
O 1.6343 4.1462 1.1462  -0.7680
N 0.8823 6.3669 1.5902  0.1957
C 0.6210 7.1773 2.7637  -1.1280
C -0.3742 5.7648 1.1481  -0.9912
N 3.1736 7.0773 1.2930  -0.1101
C 2.7798 7.9184 0.1328  -1.0764
C 4.6480 7.0166 1.2330  -1.0762
H 3.4726 6.8241 3.8917  0.3953
H 3.7811 5.3238 4.7291  0.4201
H 2.1341 5.7961 4.4554  0.2162
H 5.0648 4.4023 2.2827  0.2775
H 3.7952 3.2097 2.0074  0.3577
H 4.3001 3.5609 3.6410  0.2542
H 0.2886 6.5714 3.6125  0.3176
H -0.1731 7.9072 2.5555  0.3851
H 1.4766 7.7795 3.0681  0.3272
H -0.6964 4.9678 1.8286  0.2939
H -0.2778 5.3500 0.1426  0.2894
H -1.1759 6.5083 1.0938  0.3083
H 3.0609 7.4416 -0.8124  0.3571
H 3.2567 8.9014 0.1869  0.3981
H 1.7068 8.1087 0.1025  0.3240
H 4.9903 6.3889 0.4049  0.3744
H 5.0804 6.6382 2.1598  0.2989
H 5.0772 8.0156 1.1114  0.3819

Values from the calculation:
E_LUMO = -0.860 eV
Charge = 0
HOMO-LUMO gap = 6.904 eV
HOMO level = -7.8 eV